A 13-piece molecular cluster, C36H69N3O30 overall, computed with wB97M-V/def2-TZVPD.

Geometry (Å):
1 C 3.901 0.694 -4.265
2 O 4.614 -0.211 -3.410
3 C 3.981 -1.299 -2.890
4 O 2.928 -1.807 -3.225
5 O 4.618 -1.588 -1.802
6 C 4.146 -2.532 -0.865
7 H 4.579 1.493 -4.563
8 H 3.261 1.220 -3.556
9 H 3.316 0.276 -5.085
10 H 3.386 -2.020 -0.276
11 H 4.899 -2.854 -0.145
12 H 3.643 -3.421 -1.247
13 C 0.843 3.772 -1.186
14 O 1.266 5.110 -0.984
15 C 0.741 5.790 0.044
16 O 0.004 5.368 0.924
17 O 1.366 6.940 0.001
18 C 0.874 7.955 0.867
19 H 0.916 3.240 -0.237
20 H 1.397 3.194 -1.926
21 H -0.202 3.732 -1.492
22 H 1.053 8.861 0.288
23 H 1.456 7.871 1.785
24 H -0.190 7.828 1.066
25 C -4.591 0.109 3.731
26 O -3.606 -0.907 3.311
27 C -3.563 -2.223 3.604
28 O -2.817 -2.984 2.892
29 O -4.475 -2.473 4.539
30 C -4.748 -3.841 4.734
31 H -4.490 0.357 4.788
32 H -5.573 -0.263 3.440
33 H -4.374 1.039 3.206
34 H -4.844 -4.319 3.759
35 H -5.521 -4.006 5.485
36 H -3.832 -4.243 5.167
37 C -2.435 2.218 0.151
38 O -3.629 1.502 0.483
39 C -3.820 0.236 0.067
40 O -2.946 -0.379 -0.542
41 O -5.020 -0.096 0.448
42 C -5.391 -1.468 0.173
43 H -1.883 2.130 1.086
44 H -2.695 3.225 -0.174
45 H -1.881 1.676 -0.617
46 H -4.892 -1.951 -0.667
47 H -6.463 -1.528 -0.014
48 H -5.158 -2.170 0.974
49 C 3.703 3.922 1.716
50 O 4.130 5.137 1.216
51 C 5.449 5.479 1.255
52 O 6.294 4.959 1.963
53 O 5.724 6.565 0.492
54 C 4.779 7.410 -0.165
55 H 2.674 4.048 2.053
56 H 4.213 3.530 2.595
57 H 3.708 3.165 0.931
58 H 4.058 7.854 0.521
59 H 4.143 6.787 -0.794
60 H 5.247 8.118 -0.848
61 C 3.005 -5.481 1.312
62 O 3.530 -4.265 1.699
63 C 2.777 -3.377 2.455
64 O 1.615 -3.555 2.858
65 O 3.458 -2.211 2.651
66 C 3.050 -1.243 3.562
67 H 2.877 -6.215 2.107
68 H 3.701 -5.895 0.582
69 H 2.024 -5.347 0.857
70 H 1.981 -1.353 3.746
71 H 3.353 -0.259 3.204
72 H 3.570 -1.493 4.487
73 C -2.558 -2.987 -3.367
74 O -3.920 -2.965 -2.945
75 C -4.865 -2.268 -3.644
76 O -4.749 -1.795 -4.846
77 O -5.947 -2.258 -3.015
78 C -7.250 -1.956 -3.640
79 H -2.212 -3.988 -3.111
80 H -1.889 -2.224 -2.969
81 H -2.609 -2.890 -4.451
82 H -7.346 -2.040 -4.722
83 H -7.345 -0.883 -3.475
84 H -8.122 -2.431 -3.190
85 C 1.786 1.601 -7.870
86 O 0.496 1.059 -7.576
87 C -0.004 0.866 -6.370
88 O 0.543 0.926 -5.290
89 O -1.251 0.379 -6.526
90 C -1.994 -0.125 -5.384
91 H 1.924 1.964 -8.888
92 H 2.527 0.802 -7.872
93 H 2.014 2.473 -7.257
94 H -1.261 -0.655 -4.776
95 H -2.788 -0.807 -5.688
96 H -2.454 0.748 -4.922
97 C 0.291 0.534 6.120
98 O -0.846 -0.304 6.291
99 C -0.754 -1.650 6.341
100 O -1.716 -2.405 6.514
101 O 0.452 -2.100 5.982
102 C 0.505 -3.538 5.850
103 H 0.753 0.359 5.148
104 H 0.928 0.523 7.005
105 H -0.089 1.543 5.963
106 H -0.006 -3.771 4.916
107 H 0.174 -4.023 6.769
108 H 1.528 -3.869 5.674
109 C 0.518 -0.391 -1.772
110 O 1.437 0.175 -0.844
111 C 1.213 0.156 0.525
112 O 1.786 0.934 1.294
113 O 0.114 -0.576 0.859
114 C -0.350 -0.594 2.186
115 H -0.503 -0.056 -1.592
116 H 0.607 -1.476 -1.823
117 H 0.860 -0.039 -2.745
118 H -1.412 -0.362 2.266
119 H 0.138 0.058 2.911
120 H -0.164 -1.591 2.584
121 C -1.146 -3.779 0.326
122 C -0.347 -4.000 -0.879
123 N 0.278 -4.163 -1.854
124 H -1.974 -4.487 0.343
125 H -1.686 -2.835 0.254
126 H -0.445 -3.861 1.157
127 C 0.092 3.152 3.450
128 C 1.399 2.760 3.904
129 N 2.484 2.486 4.263
130 H -0.008 4.182 3.794
131 H -0.636 2.441 3.840
132 H 0.060 3.013 2.370
133 C 1.035 -2.869 -5.371
134 C 2.235 -2.516 -6.193
135 N 3.182 -2.276 -6.800
136 H 0.160 -2.764 -6.011
137 H 0.882 -2.201 -4.523
138 H 1.041 -3.895 -5.002

Atoms 1-3, force components in eV/Å:
C -0.6 0.7 1.2
O 0.1 -1.2 -0.6
C -1.8 1.3 -0.4

Results
LUMO ... 0.285 eV
Net charge ... 0
2S+1 ... 1

---

An isolated ion of composition C2H5NO2P and charge +1, computed with wB97M-V/def2-TZVPD.

Geometry (Å):
1 O 0.219 -1.349 -2.211
2 P -0.440 -0.426 -1.155
3 N -0.111 1.219 -1.247
4 O -0.256 1.807 -0.132
5 C -0.244 0.901 1.070
6 C -0.008 -0.512 0.568
7 H 1.076 -1.727 -2.091
8 H -1.156 0.990 1.631
9 H 0.559 1.044 1.771
10 H 1.026 -0.750 0.826
11 H -0.666 -1.197 0.969

Atoms 1-3, force components in eV/Å:
O -0.9 0.4 -0.4
P -0.7 1.0 -0.1
N 0.0 0.0 -0.4

Results
LUMO (alpha / beta) ... -7.074 / -7.070 eV
Net charge ... +1
SMILES ... OP1#[N+]OCC1
Relative energy (zero: lowest compared OMol25 entry of this formula, charge and spin) ... 78.7 kcal per mole
2S+1 ... 1